No. 1
C22H55O23S6V | ωB97M-V with the def2-TZVPD basis set

```
107
Properties=species:S:1:pos:R:3:forces:R:3
O 0.6224 1.0350 1.0525 -2.88 1.15 -0.98
V -0.8993 1.5122 0.9300 3.86 0.74 4.15
C -2.0456 5.7146 0.8084 -1.36 0.14 0.95
C -1.1668 4.5715 0.3483 1.90 -0.75 -0.66
C 0.1910 5.0322 -0.2463 -0.56 0.97 0.06
O -0.8180 3.6573 1.3455 -1.24 -2.44 -0.58
H -3.0722 5.3692 0.9790 0.10 -0.47 0.12
H -2.2515 6.5597 0.1452 0.81 -0.06 -0.40
H -1.7609 6.1003 1.7900 0.43 0.01 -0.11
H -1.6876 4.0590 -0.4768 -0.24 0.08 -0.20
H 0.8572 4.1894 -0.4181 -0.28 -0.15 -0.34
H 0.7393 5.6778 0.4464 -0.22 -0.01 0.28
H 0.0066 5.6468 -1.1355 0.29 -0.22 -0.28
C -1.7230 1.0588 3.4867 2.58 10.27 -2.93
O -1.7333 0.2839 2.4657 -2.43 -4.00 -2.59
O -2.5658 2.0413 3.6656 -3.37 -3.68 1.46
O -0.5425 1.6375 3.5522 2.63 -2.32 2.27
O 4.5322 -0.1509 -1.3585 -0.90 -0.84 -0.33
S 3.4463 -1.0557 -1.0367 -0.06 -0.82 2.23
O 2.1607 -0.5514 -0.5967 1.56 -0.72 -1.26
O 3.1364 -2.1033 -2.2334 0.13 0.49 -0.05
C 4.1868 -2.4738 -3.1671 -0.20 -0.29 0.63
C 4.2482 -4.0095 -3.3677 0.41 1.39 -0.97
C 4.0282 -2.2963 0.2145 0.45 1.02 -0.54
H 5.1469 -2.1097 -2.8035 -0.06 0.21 -0.07
H 3.9152 -1.9552 -4.0838 0.21 -0.08 -0.11
H 3.3337 -4.5037 -3.0539 0.13 -0.11 0.04
H 5.1700 -4.4368 -2.9790 -0.32 -0.13 0.57
H 4.3833 -4.0684 -4.4505 -0.33 -0.62 -0.06
H 4.9501 -2.8165 -0.0541 -0.19 0.05 -0.83
H 3.2226 -3.0124 0.3489 -0.10 0.23 0.30
H 4.3644 -1.7405 1.0903 -0.84 0.13 0.25
O -2.9334 1.2357 -0.0124 -1.39 -0.45 -1.45
S -4.3154 0.9437 -0.3328 -0.05 -0.89 3.21
O -5.1441 1.9254 -0.9705 0.48 -0.71 -0.20
O -4.4123 -0.5233 -1.1259 1.72 1.82 0.22
C -5.5900 -0.7234 -1.8437 -3.03 -0.41 0.07
C -5.7342 -2.1914 -2.2612 -0.05 0.25 -0.52
C -5.0190 0.4079 1.3147 -0.16 0.70 -0.64
H -5.7944 -0.0937 -2.7145 1.01 0.24 -0.02
H -6.4326 -0.4340 -1.1997 0.03 -0.27 0.18
H -6.7528 -2.5841 -2.2790 -0.22 0.50 0.50
H -5.1659 -2.8517 -1.6089 0.27 -0.02 -0.31
H -5.4847 -2.2405 -3.3224 0.76 -0.50 0.19
H -6.1083 0.4453 1.3117 -0.01 -0.17 -0.47
H -4.7025 1.1113 2.0902 0.59 0.21 -0.27
H -4.6511 -0.5740 1.6001 0.22 0.04 -0.35
O 3.3813 -2.3942 4.4002 -0.67 -0.37 -0.12
S 2.0719 -2.9734 4.1849 -0.12 2.24 -0.54
O 1.9929 -4.3537 3.8208 -0.44 -0.16 0.51
O 1.1999 -2.7053 5.5376 0.63 -1.61 -1.47
C 1.2869 -1.4260 6.1214 -1.04 1.31 0.83
C -0.1234 -0.8902 6.3313 -0.48 0.28 0.33
C 1.1220 -1.9482 2.9739 0.77 -1.34 0.62
H 1.7460 -0.6638 5.4898 0.57 -0.47 -0.07
H 1.8115 -1.5170 7.0744 0.21 -0.02 -0.19
H -0.1468 -0.1333 7.1193 0.30 0.20 -0.16
H -0.8616 -1.6172 6.6747 0.26 -0.39 -0.20
H -0.4801 -0.4108 5.4182 -0.07 -0.04 0.01
H 0.0780 -2.2402 3.0587 -0.05 0.38 0.35
H 1.4273 -2.2878 1.9871 0.35 0.18 0.07
H 1.3701 -0.9018 3.1223 -0.40 0.04 0.02
O 3.0576 0.2051 2.1890 0.06 0.32 0.27
S 3.8541 1.3038 2.6410 0.70 0.41 -0.08
O 5.2907 1.0715 2.6849 -0.68 0.47 0.01
O 3.5838 2.6001 1.6651 -0.71 -1.54 1.57
C 4.5291 2.7812 0.6123 0.45 0.32 0.25
C 3.9417 3.8269 -0.3183 1.09 -0.79 0.61
C 3.3422 1.9682 4.3030 0.37 -0.51 -2.12
H 4.7542 1.8465 0.0970 0.00 0.01 0.12
H 5.4009 3.1622 1.1535 0.37 -0.10 -0.66
H 3.6495 4.6345 0.3501 -0.50 0.25 -0.57
H 3.1663 3.3605 -0.9203 -0.30 0.47 0.09
H 4.7842 4.1275 -0.9446 -0.25 0.28 -0.23
H 4.2433 1.8243 4.8912 -0.13 0.11 0.14
H 2.4824 1.3911 4.6309 -0.13 0.25 -0.03
H 3.1269 3.0038 4.0534 -0.23 0.03 0.52
O -0.0506 2.8469 -3.3655 -0.35 -1.53 0.72
S -0.6126 1.7086 -2.6630 -1.40 0.13 -2.15
O -0.5960 1.6450 -1.2519 -0.08 0.31 0.48
O -2.2238 1.5964 -3.0994 1.67 0.23 0.14
C -2.5480 2.1141 -4.4003 0.16 0.76 -0.55
C -2.0417 1.3440 -5.6021 -0.14 -0.91 0.05
C -0.0245 0.1080 -3.2930 0.04 0.72 0.73
H -2.1408 3.1145 -4.5586 -0.11 0.17 0.68
H -3.6334 2.1965 -4.4002 0.00 -0.15 0.05
H -2.3924 1.8336 -6.5112 -0.11 0.03 0.05
H -2.4021 0.3122 -5.6050 -0.06 -0.01 -0.06
H -0.9554 1.3002 -5.6730 0.00 0.22 0.14
H -0.8253 -0.6274 -3.2487 -0.24 0.30 -0.01
H 0.7176 -0.2057 -2.5558 0.34 0.09 -0.26
H 0.3363 0.2689 -4.3039 0.21 -0.13 0.12
O 0.0194 -3.1312 0.3319 -1.25 0.80 -1.32
S -1.0833 -2.3643 -0.2371 -0.68 -0.38 2.44
O -1.0800 -0.9333 -0.2278 0.35 -0.73 -1.09
O -1.4253 -2.9250 -1.7359 0.84 1.02 0.83
C -0.6191 -4.0193 -2.1525 1.59 -1.44 -0.14
C -0.9440 -4.3030 -3.5826 -1.69 0.67 -0.24
C -2.6081 -2.8001 0.6653 1.32 -0.81 -0.05
H -0.7807 -4.8464 -1.4570 -0.32 -0.20 -0.32
H 0.4716 -3.9166 -2.1480 -0.11 1.09 0.69
H -0.3986 -5.1113 -4.0614 -0.11 -0.23 0.36
H -0.7958 -3.4055 -4.1880 0.27 0.05 0.10
H -2.0322 -4.4279 -3.5703 0.06 -0.59 -0.67
H -2.6393 -3.8868 0.7647 -0.29 -0.07 -0.66
H -3.4528 -2.3351 0.1684 0.00 -0.05 0.12
H -2.4559 -2.5094 1.7058 0.04 0.86 -0.22
```
Forces are in eV/Å.

Computed properties:
- Energy relative to the best compared isomer or geometry (same formula, charge and spin): 571.3 kJ/mol
- Strongest force on any atom: 11.0 eV Å⁻¹
- E: -161491.7937 eV
- Charge: -1
- Highest occupied orbital energy (alpha / beta): -0.0953 / -0.0950 Ha
- Multiplicity: 2
- Frontier orbital gap (alpha / beta): 4.154 / 4.147 eV

---

No. 2
C22H57NO19P4S | ωB97M-V with the def2-TZVPD basis set

```
104
Properties=species:S:1:pos:R:3:forces:R:3
C 0.8504 1.8069 0.1858 -0.98 1.15 1.00
O 0.3946 0.9827 -0.9459 2.20 -0.73 1.43
C 1.0934 -0.3106 -1.0138 -0.53 -1.57 -1.18
C 0.2126 -1.5742 -0.3698 0.50 0.16 -0.11
C -0.2470 -1.2548 1.1726 -0.77 0.31 -0.87
C -0.9015 -2.5274 1.9763 0.30 0.46 0.98
C 0.1926 -3.2082 3.0364 -1.19 -0.68 -0.10
C 1.1709 -4.3273 2.3194 -0.25 0.55 -0.36
C 2.5223 -3.6640 1.6320 -0.31 0.51 0.63
C 3.7275 -3.5234 2.7758 -1.16 -1.43 -2.39
N 3.4093 -2.2687 3.5615 3.48 2.11 -1.29
S 3.6341 -2.5039 5.2745 -0.08 0.26 1.07
C 4.1144 -1.0441 3.0259 3.07 4.28 2.12
O 4.7677 -0.1226 3.7680 -4.67 -6.22 -4.37
O 4.0740 -0.7408 1.5571 0.46 -2.22 2.96
H 0.9808 2.9481 -0.1367 -0.15 -2.59 0.40
H -0.0299 1.8225 0.9905 1.99 -0.12 -1.50
H 1.8337 1.4327 0.6998 -1.83 0.57 -1.13
H 1.1944 -0.5751 -2.1717 -0.13 0.70 2.41
H 2.1807 -0.3062 -0.5696 -2.15 0.27 -0.59
H 0.9243 -2.5288 -0.4197 -1.51 1.97 0.13
H -0.7208 -1.8141 -1.0732 1.94 0.66 1.65
H 0.6674 -0.7863 1.7406 -1.75 -1.02 -0.90
H -1.0852 -0.4103 1.1005 1.91 -1.73 0.15
H -1.7716 -2.0955 2.6568 1.75 -0.93 -1.45
H -1.3935 -3.3421 1.2639 1.22 1.72 1.42
H 0.7619 -2.3718 3.6237 -0.91 -1.59 -1.30
H -0.4646 -3.7847 3.8450 1.42 1.12 -1.66
H 1.4448 -5.1272 3.1394 -0.37 1.40 -1.82
H 0.5366 -4.8172 1.4430 1.30 0.81 1.98
H 2.2216 -2.5631 1.3310 0.74 -2.29 0.41
H 2.8863 -4.2419 0.6612 -0.74 1.08 2.19
H 4.7519 -3.5012 2.2052 -1.66 0.09 1.40
H 3.6563 -4.5059 3.4254 0.36 2.42 -1.00
H 4.7158 -1.7720 5.7864 -0.68 -0.40 -1.38
H 4.5235 -1.4715 1.0380 -0.86 0.91 1.02
C -3.4392 -7.6784 4.0693 -0.27 -0.15 0.60
O -3.3606 -8.0804 2.7123 3.43 0.41 -0.75
P -3.1313 -6.8125 1.5578 -9.65 0.29 -2.15
O -4.4265 -6.1536 2.0597 1.45 0.40 0.69
O -3.4842 -7.8512 0.3251 1.40 0.89 0.30
C -4.5556 -8.7616 0.4548 -0.31 -0.95 0.17
O -2.9021 -5.5448 0.4033 3.89 -1.21 0.64
C -4.0311 -4.8970 -0.1576 -0.74 0.29 0.45
H -3.1723 -8.5300 4.6995 0.13 0.05 -0.16
H -2.7556 -6.8524 4.2718 -0.19 -0.01 0.17
H -4.4674 -7.3850 4.3065 0.25 0.13 -0.15
H -5.3570 -8.3672 1.0859 0.20 0.07 0.03
H -4.1839 -9.7043 0.8668 -0.23 0.07 0.00
H -4.9662 -8.9582 -0.5442 0.32 0.21 0.13
H -4.4101 -4.1443 0.5430 -0.09 -0.29 -0.14
H -4.8176 -5.6110 -0.4130 0.06 0.05 0.12
H -3.7158 -4.3818 -1.0670 0.40 -0.20 0.05
C 4.9832 -4.6507 -7.0132 0.18 -0.18 -0.62
O 4.8448 -3.5528 -6.1275 1.31 -1.26 3.03
P 3.6001 -3.6930 -4.9343 -6.32 5.42 -5.40
O 2.5706 -3.8664 -6.0630 0.75 -1.32 0.65
O 3.7504 -2.0911 -4.5679 0.21 -1.37 1.00
C 3.8965 -1.1416 -5.6027 0.61 0.65 -0.54
O 2.3553 -3.8331 -3.7411 3.30 -1.33 2.11
C 1.0456 -3.3814 -4.0404 -0.48 -0.14 -0.77
H 5.9983 -4.6453 -7.4168 -0.02 0.02 0.21
H 4.8066 -5.5947 -6.4951 -0.03 -0.02 -0.25
H 4.2818 -4.5405 -7.8472 -0.01 -0.09 0.31
H 3.3842 -1.4489 -6.5188 0.06 -0.15 0.14
H 4.9601 -0.9832 -5.8034 -0.18 0.05 -0.15
H 3.4624 -0.1914 -5.2650 0.06 -0.35 0.18
H 0.5192 -4.1410 -4.6296 0.13 0.32 -0.03
H 1.0620 -2.4282 -4.5739 0.04 -0.13 -0.03
H 0.5043 -3.2490 -3.1015 0.38 -0.08 0.22
C 0.2673 9.1764 2.3394 0.08 0.60 0.09
O 0.3737 8.2365 1.2838 -2.01 -2.10 0.80
P 1.0580 6.7030 1.6996 9.14 2.55 -3.32
O 2.3284 7.4260 2.1764 -1.24 -0.27 1.07
O 1.2094 6.3207 0.1015 -0.90 -0.79 1.24
C 1.6732 7.2897 -0.8147 -0.20 0.70 -0.77
O 1.7424 5.1696 2.1154 -4.09 -0.79 0.33
C 3.1450 4.9839 2.0317 0.69 0.57 0.29
H -0.5124 9.8979 2.0845 -0.08 -0.18 -0.04
H 0.0081 8.6823 3.2772 0.11 0.22 0.07
H 1.2137 9.7174 2.4463 -0.13 -0.28 0.09
H 2.3690 7.9947 -0.3513 -0.14 -0.10 0.13
H 0.8200 7.8284 -1.2372 0.22 0.06 -0.02
H 2.1953 6.7732 -1.6307 -0.22 -0.13 0.32
H 3.6262 5.4021 2.9232 -0.03 0.04 -0.34
H 3.5567 5.4379 1.1273 -0.07 0.05 0.11
H 3.3496 3.9116 2.0106 -0.45 -0.06 -0.01
C -2.1013 7.2473 0.7715 0.12 0.48 0.17
O -3.5181 7.2027 0.7717 -0.72 -3.16 1.63
P -4.2414 6.0730 -0.3207 -1.69 6.97 -6.85
O -3.5241 6.7758 -1.4849 0.73 -1.22 0.80
O -5.7191 6.7684 -0.0847 0.49 -1.53 0.30
C -5.8381 8.1746 -0.0417 -0.11 0.81 0.55
O -4.9648 4.9434 -1.4132 0.11 -2.17 3.47
C -5.2685 5.3474 -2.7374 0.56 0.48 -0.53
H -1.7668 7.6524 1.7294 -0.42 -0.16 -0.12
H -1.6795 6.2502 0.6351 0.20 0.08 -0.14
H -1.7550 7.9162 -0.0236 -0.08 -0.33 0.12
H -5.0929 8.6703 -0.6702 0.05 -0.19 0.07
H -5.7421 8.5162 0.9931 0.03 0.14 -0.19
H -6.8366 8.4493 -0.4060 0.18 -0.35 0.07
H -4.3617 5.3089 -3.3517 -0.22 0.22 0.13
H -5.7036 6.3492 -2.7615 0.12 -0.05 0.03
H -5.9887 4.6416 -3.1559 -0.01 -0.19 0.42
```
Forces are in eV/Å.

Computed properties:
- Energy relative to the best compared isomer or geometry (same formula, charge and spin): 1035.3 kJ/mol
- Strongest force on any atom: 10.0 eV Å⁻¹
- E: -112102.6954 eV
- SMILES: COCCCCCCCCN(S)C(=O)O.COP(=O)(OC)OC.COP(=O)(OC)OC.COP(=O)(OC)OC.COP(=O)(OC)OC
- Highest occupied orbital energy: -0.3390 Ha
- Frontier orbital gap: 6.222 eV